Record 1
# C4H6NO3

An isolated ion of composition C4H6NO3 and charge +1 at a distorted geometry (ωB97M-V with the def2-TZVPD basis set, the Open Molecules 2025 dataset).

Energy above the lowest of the compared OMol25 structures with the same formula, charge and spin (eV): 3.302
SMILES: [NH3+]C1=C(O)C(=O)CO1
LUMO level (Ha): -0.1633
Calculated total energy (eV): -11867.1882
Max |F| (eV/Å): 6.7
Gap between HOMO and LUMO (eV): 9.67

```
! wB97M-V def2-TZVPD RIJCOSX def2/J DEFGRID3
* xyz 1 1
C -0.54734 0.68087 -0.03561
C 0.71788 0.27674 -0.08726
C -1.53908 -0.49575 -0.04295
C -0.77397 -1.72550 -0.26532
N 1.98351 0.79850 0.08756
O -2.70087 -0.26389 0.09884
O 0.60635 -1.47879 -0.20681
O -1.00176 1.92785 0.09366
H -1.08253 -2.33831 0.63144
H -0.92241 -2.15818 -1.23680
H 2.44447 0.50269 1.04768
H 1.90103 1.86584 0.03646
H 2.86934 0.46791 -0.52334
H -1.95463 1.94001 0.40244
*
```

Mulliken atomic charge list, values in e, 6 entries: 0.784, -0.548, 0.553, -0.255, -0.320, -0.493

Record 2
# C4H32O13

A 13-piece molecular cluster, C4H32O13 overall at a distorted geometry (ωB97M-V with the def2-TZVPD basis set, the Open Molecules 2025 dataset).

Expectation value of S²: 0.758
LUMO level (alpha / beta) (Ha): -0.2166 / -0.3476
Calculated total energy (eV): -31270.8854
Max |F| (eV/Å): 13.3
Gap between HOMO and LUMO (alpha / beta) (eV): 6.70 / 3.13

```
! wB97M-V def2-TZVPD RIJCOSX def2/J DEFGRID3
* xyz 1 2
O -0.99652 1.05728 1.31480
C 0.10129 0.50165 1.54069
C 0.28204 -0.95915 2.13539
C 1.69467 -0.91602 2.82718
C 2.10474 -2.36988 3.36390
H 0.97814 1.08347 1.24500
H -0.47312 -1.17460 2.90517
H 0.32717 -1.73486 1.43709
H 2.30893 -0.62622 1.93756
H 1.93948 -0.17408 3.65537
H 3.10522 -2.47577 3.71132
H 1.92985 -3.11072 2.53066
H 1.63275 -2.48473 4.32958
H -3.28253 1.33886 2.04900
H -2.91851 -0.07127 2.23449
O -3.46285 0.55464 2.46156
H 3.34076 -0.08075 -2.53071
H 4.75573 -0.42937 -1.97586
O 4.26882 -0.08228 -2.78393
H -2.81888 -1.15194 0.79707
H -4.06876 -2.20166 0.92786
O -3.17480 -2.03999 0.56541
H -1.68608 -3.29037 0.47250
H -1.43115 -3.57122 1.98846
O -1.06276 -3.65127 1.10594
H 0.20253 -0.56622 -1.50759
H 0.54262 -1.80340 -0.96492
O 0.53440 -1.47828 -1.82973
H -2.31237 0.24312 -1.86699
H -1.34373 1.35825 -1.34434
O -1.34651 0.44946 -1.74470
H 1.01605 1.77871 -2.80791
H 2.27032 1.32053 -3.20269
O 2.00952 1.72014 -2.46088
H 2.39769 1.50044 -0.64919
H 3.67033 0.99177 0.36872
O 2.77841 0.68613 -0.05908
H -3.54253 1.73384 -1.01453
H -4.80102 1.27836 -1.43522
O -3.99495 1.65104 -1.77849
H 2.65109 3.34899 0.48184
H 1.19465 4.02336 0.15272
O 1.84563 3.46349 0.62780
H 0.15361 -1.71518 -3.47051
H 0.27186 -2.59604 -4.80435
O -0.18816 -1.84805 -4.35239
H -2.64191 3.72489 -2.23278
H -2.06817 4.68831 -1.00971
O -2.69299 4.10660 -1.34055
*
```

Mulliken atomic charge list, values in e, 6 entries: -0.186, 0.205, 0.014, -0.562, -1.238, 0.518

Record 3
# C3H5NO2S

C3H5NO2S as an isolated structure at a distorted geometry (ωB97M-V with the def2-TZVPD basis set, the Open Molecules 2025 dataset).

Energy above the lowest of the compared OMol25 structures with the same formula, charge and spin (eV): 3.814
LUMO level (Ha): -0.0017
Calculated total energy (eV): -19608.6976
Max |F| (eV/Å): 4.8
Gap between HOMO and LUMO (eV): 10.35

```
! wB97M-V def2-TZVPD RIJCOSX def2/J DEFGRID3
* xyz 0 1
C -0.10211 0.21414 -0.46153
C 0.31352 0.60472 0.85541
C 0.66970 -1.70232 -0.20556
N 1.00578 -2.15257 0.93198
O 1.43197 -0.89745 3.10473
O 2.74220 -0.43959 1.14314
S 1.44743 -0.67724 1.70871
H -1.06663 -0.17505 -0.69448
H 0.49758 0.63962 -1.23313
H 1.00026 1.46991 0.91108
H -0.46839 0.83713 1.59924
H 0.49269 -2.51736 -1.01079
*
```

Mulliken atomic charge list, values in e, 6 entries: -0.666, -0.531, -0.060, -0.339, -0.618, -0.599

Record 4
# C24H80N8O16

A 16-piece molecular cluster, C24H80N8O16 overall at a distorted geometry (ωB97M-V with the def2-TZVPD basis set, the Open Molecules 2025 dataset).

Energy above the lowest of the compared OMol25 structures with the same formula, charge and spin (eV): 4.434
LUMO level (Ha): -0.0254
Calculated total energy (eV): -70857.2264
Max |F| (eV/Å): 12.3
Gap between HOMO and LUMO (eV): 7.71

```
! wB97M-V def2-TZVPD RIJCOSX def2/J DEFGRID3
* xyz 0 1
C -1.52331 16.74551 -7.32780
C -0.72985 16.07467 -6.09477
O -0.50456 14.80992 -6.50059
H -1.65931 17.81415 -7.22393
H -2.51970 16.33160 -7.37990
H -0.95117 16.62249 -8.23593
H -1.23831 16.20794 -5.15790
H 0.25486 16.42014 -5.89638
H -0.19283 14.32634 -5.69761
C -4.98603 17.01294 -6.25421
C -4.54949 16.19667 -5.03264
O -5.24723 14.94484 -5.07443
H -5.97634 17.35608 -6.22270
H -4.85113 16.47201 -7.21714
H -4.35595 17.92970 -6.32376
H -4.66348 16.57562 -4.03952
H -3.49530 16.06549 -4.92036
H -5.16324 14.51339 -4.22366
C -8.28748 11.58636 -6.13380
C -8.10360 12.63617 -5.03671
O -8.22703 11.85986 -3.85559
H -7.72813 10.65924 -5.91139
H -8.06229 11.91331 -7.08655
H -9.33536 11.37061 -6.24282
H -8.78337 13.46813 -5.00987
H -7.16200 13.07412 -5.18034
H -7.40012 11.78606 -3.44281
C -4.36100 17.01551 -10.88280
C -3.65144 17.92378 -9.91597
O -3.34070 19.15994 -10.59326
H -5.22687 17.52252 -11.35051
H -4.62791 16.05742 -10.63152
H -3.72356 17.01713 -11.82404
H -2.67749 17.49109 -9.69125
H -4.20070 18.22852 -8.97580
H -2.75686 19.68679 -10.02698
C -5.04409 14.03828 -8.50875
C -4.56356 13.17410 -7.37083
O -3.69908 12.21464 -7.90594
H -5.32459 13.41414 -9.30804
H -4.34804 14.72348 -8.91157
H -5.87046 14.62311 -8.16424
H -5.34785 12.79677 -6.75609
H -3.94130 13.78297 -6.74543
H -3.55051 11.62268 -7.19187
C -1.52442 12.23768 -4.74411
C -1.30828 13.52960 -3.80704
O 0.06441 13.83730 -3.75613
H -2.35189 12.38312 -5.39309
H -1.79857 11.36001 -4.17989
H -0.76124 12.01377 -5.37161
H -1.68334 13.26988 -2.85269
H -1.90153 14.39357 -4.18873
H 0.08527 14.60521 -3.18658
C -5.21622 14.22351 -12.36861
C -6.41888 14.81208 -13.12412
O -5.97136 15.38171 -14.36600
H -4.41080 14.89404 -12.46502
H -4.73330 13.26372 -12.75697
H -5.35992 13.96882 -11.31564
H -6.93855 15.58291 -12.55061
H -7.09363 14.01261 -13.42658
H -6.67102 15.05079 -15.00692
C -2.47884 7.70640 -8.27848
C -1.50355 8.84535 -8.06291
O -1.97274 9.91695 -7.08903
H -1.87096 6.94105 -8.83958
H -3.30810 8.07009 -8.91778
H -2.72235 7.28434 -7.29629
H -1.12851 9.26780 -9.00471
H -0.68601 8.46409 -7.51161
H -2.06134 10.67942 -7.63269
C -3.26331 10.34439 -10.99884
O -3.86691 9.12442 -11.49665
N -3.98675 11.20577 -10.37534
N -2.04772 10.73567 -11.13063
H -4.96911 10.81993 -10.34069
H -3.84645 11.70117 -9.44429
H -1.52996 9.99808 -11.72883
H -1.72080 11.68527 -11.20439
C -1.94583 14.47018 -10.27175
O -1.43027 15.68728 -10.70025
N -1.91111 14.09752 -9.01166
N -2.40264 13.54020 -11.08459
H -1.51089 14.70570 -8.32716
H -2.70754 13.60144 -8.63020
H -2.24319 13.81593 -12.04177
H -3.09958 12.80384 -10.89089
C 0.64617 11.73234 -8.53183
O 1.42461 10.50760 -8.65959
N 0.96660 12.72793 -7.87965
N -0.59182 11.80275 -8.98961
H 1.97462 12.89079 -7.55049
H 0.25223 13.30398 -7.49275
H -0.94863 11.16402 -9.71849
H -1.17340 12.69569 -8.97969
C -5.11767 9.52639 -5.04936
O -5.15265 8.41548 -5.81339
N -5.96780 9.83023 -4.09240
N -4.10869 10.38297 -5.12741
H -6.80661 9.31991 -4.03781
H -5.84155 10.66260 -3.60328
H -3.93305 11.10659 -4.46289
H -3.34567 10.14455 -5.66768
C -8.58874 16.12608 -5.96078
O -7.75378 15.97206 -4.85155
H -8.32072 15.28566 -6.59550
H -8.41542 17.13105 -6.35480
H -9.65690 16.04599 -5.72260
H -6.82913 15.83438 -5.10011
C -7.39566 17.24892 -9.62858
O -7.70346 15.86425 -9.57658
H -7.32903 17.70234 -10.65085
H -6.39151 17.32030 -9.15449
H -8.05292 17.90268 -9.01043
H -8.34295 15.63624 -10.22880
C -8.01352 12.56392 -10.93668
O -8.11913 13.02779 -9.57320
H -7.02485 12.26847 -11.22987
H -8.32382 13.23937 -11.68603
H -8.65154 11.66510 -11.09487
H -7.77368 13.91878 -9.51603
C -6.07895 9.62378 -8.70270
O -6.29905 10.13694 -9.91796
H -6.14098 8.59470 -8.62615
H -6.82189 10.00534 -8.00041
H -5.02867 9.84638 -8.48072
H -7.17113 9.76713 -10.22337
*
```

Mulliken atomic charge list, values in e, 6 entries: -1.423, -0.602, -0.572, 0.573, 0.125, 0.536

Record 5
# C20H26AuBrN3O4SSe

C20H26AuBrN3O4SSe as an isolated structure (ωB97M-V with the def2-TZVPD basis set, the Open Molecules 2025 dataset).

Energy above the lowest of the compared OMol25 structures with the same formula, charge and spin (eV): 0.095
Expectation value of S²: 2.013
LUMO level (alpha / beta) (Ha): -0.0972 / -0.2181
Calculated total energy (eV): -183731.5246
Max |F| (eV/Å): 0.4
Gap between HOMO and LUMO (alpha / beta) (eV): 9.00 / 6.30

```
! wB97M-V def2-TZVPD RIJCOSX def2/J DEFGRID3
* xyz 1 3
Au 0.69327 -2.49969 2.52911
O -0.02633 -0.09062 4.31353
S 0.09039 0.33655 2.95161
O 0.73369 1.71163 2.85647
O -1.09913 0.27182 2.13372
O 1.18526 -0.54516 2.23258
Br -0.92386 -8.77180 4.11264
C -0.46107 -7.01914 3.64101
C -1.25103 -5.95440 4.04572
C -0.87645 -4.67925 3.68018
N 0.22223 -4.43475 2.94679
C 0.98274 -5.46972 2.56314
C 0.67636 -6.77392 2.88730
H -2.14054 -6.10790 4.63810
H -1.45882 -3.82027 3.98055
H 1.86266 -5.23428 1.98298
H 1.31651 -7.57969 2.56023
C 3.49724 -0.35214 -2.14345
C 2.16436 0.03791 -2.77406
C 1.04441 -0.95596 -2.47547
C 0.53783 -0.89814 -1.03755
N -0.15673 0.35833 -0.75796
C 0.28962 1.39547 -0.03990
Se 1.92643 1.44027 0.85958
N -0.62812 2.36575 -0.00781
C -0.52305 3.64021 0.71356
C 0.52539 4.59292 0.14865
C 0.31832 5.04402 -1.29770
C 0.66326 4.00200 -2.36262
C -1.73628 1.93049 -0.71168
C -2.96225 2.53334 -0.97720
C -3.86472 1.80307 -1.71935
C -3.56442 0.51297 -2.18862
C -2.34898 -0.08376 -1.93377
C -1.43628 0.65518 -1.18758
H 4.27371 0.37268 -2.38461
H 3.82535 -1.32603 -2.50922
H 3.43510 -0.41336 -1.05381
H 2.28395 0.11235 -3.85587
H 1.86773 1.03949 -2.44293
H 1.40212 -1.97308 -2.65426
H 0.20475 -0.79489 -3.15500
H 1.34780 -0.99959 -0.31687
H -0.17025 -1.70139 -0.83228
H -0.32365 3.40788 1.75949
H -1.50628 4.10132 0.65103
H 1.52855 4.16253 0.25848
H 0.51113 5.46495 0.80584
H 0.94786 5.92036 -1.46024
H -0.71239 5.38877 -1.42585
H 1.64311 3.55914 -2.16201
H 0.71198 4.46603 -3.34685
H -0.07238 3.19932 -2.42404
H -3.20919 3.52029 -0.61424
H -4.83178 2.23105 -1.94212
H -4.30761 -0.02263 -2.76220
H -2.12151 -1.07654 -2.29518
*
```

Mulliken atomic charge list, values in e, 6 entries: 0.349, -0.576, 1.225, -0.556, -0.521, -0.718

Record 6
# C4H13NO2

A 3-piece molecular cluster, C4H13NO2 overall at a distorted geometry (ωB97M-V with the def2-TZVPD basis set, the Open Molecules 2025 dataset).

Energy above the lowest of the compared OMol25 structures with the same formula, charge and spin (eV): 1.703
SMILES: C=NCCC.O.O
LUMO level (Ha): 0.0264
Calculated total energy (eV): -9942.4939
Max |F| (eV/Å): 2.3
Gap between HOMO and LUMO (eV): 10.69

```
! wB97M-V def2-TZVPD RIJCOSX def2/J DEFGRID3
* xyz 0 1
C 1.77041 0.09392 -1.21212
C 0.25810 0.09724 -1.02014
C -0.21434 0.55616 0.37404
C 0.31153 0.39489 2.61447
N 0.77634 0.28357 1.45114
H 2.14674 0.14661 -2.22785
H 2.18475 0.88546 -0.58677
H 2.21285 -0.82334 -0.81088
H -0.21726 -0.84805 -1.28586
H -0.24472 0.78968 -1.70304
H -1.04484 -0.09803 0.63778
H -0.27677 1.64044 0.33201
H -0.76011 0.55025 2.78260
H 0.96442 0.27005 3.47153
H -3.42878 -4.78894 -3.87988
H -4.65845 -3.77850 -3.81440
O -4.36727 -4.68007 -3.67339
H 1.02553 3.19236 2.28372
H 1.87043 2.64681 3.37388
O 1.69145 3.46949 2.89313
*
```

Mulliken atomic charge list, values in e, 6 entries: -1.055, -0.533, -0.466, -0.609, -0.289, 0.361